#w
Entry from the OMol25 dataset: a cluster of 2 separate species, C6H14Si in total (wB97M-V/def2-TZVPD).

```
! wB97M-V def2-TZVPD RIJCOSX def2/J DEFGRID3
* xyz 0 1
H 0.356 1.506 1.611
H 1.176 1.797 -2.183
H 1.177 -0.203 2.744
H 0.307 -1.702 2.243
Si 0.040 -1.613 -1.223
C 0.085 0.177 -1.765
H -1.947 0.342 -1.440
C -0.938 0.055 2.300
H 0.547 -2.210 -2.442
H 2.001 0.489 -1.530
C 1.348 0.805 -2.228
C -1.053 0.840 -1.737
H -0.987 1.875 -2.129
H 1.487 0.521 -3.316
H -2.005 -0.111 2.596
H -1.110 -2.382 -0.966
H -1.360 1.977 1.341
H 1.183 -1.448 -0.125
C -0.659 1.263 1.752
C 0.173 -0.817 2.746
H 0.178 -1.163 3.750
*
```

Results
Orbital gap, eV: 10.209
SMILES: C=C(C)[SiH3].C=CC
LUMO level, eV: 0.96

So, what does the natural (NBO) scheme give us? The charges, in e, come out as: number 1, H, carries 0.179; number 2, H, carries 0.206; number 3, H, carries 0.204; number 4, H, carries 0.217; number 5, Si, carries 0.865; number 6, C, carries -0.348; number 7, H, carries 0.196; number 8, C, carries -0.196; number 9, H, carries -0.181; number 10, H, carries 0.215; number 11, C, carries -0.639; number 12, C, carries -0.405; number 13, H, carries 0.182; number 14, H, carries 0.222; number 15, H, carries 0.205; number 16, H, carries -0.154; number 17, H, carries 0.200; number 18, H, carries -0.161; number 19, C, carries -0.379; number 20, C, carries -0.646; number 21, H, carries 0.218

#x
Entry from the OMol25 dataset: the molecule C6H14Si (wB97M-V/def2-TZVPD).

```
! wB97M-V def2-TZVPD RIJCOSX def2/J DEFGRID3
* xyz 0 1
H 0.827 -2.718 -1.456
H 1.687 1.180 0.403
H 1.361 -1.367 1.999
C -0.093 -0.991 -0.623
H -0.447 0.299 -2.206
C -0.966 -0.140 -1.388
C -1.488 0.932 -0.449
Si 0.732 -0.065 2.255
C 1.021 -1.669 -1.220
H 1.757 -1.706 -0.490
H -2.303 1.498 -1.016
H -1.822 -0.597 -1.943
H 1.751 0.575 3.236
H 0.011 2.584 -0.278
H -0.891 2.384 1.101
H 1.619 -1.229 -2.144
C -0.438 1.826 0.306
H -0.637 -0.069 3.102
H -0.521 -1.555 0.177
H -2.048 0.273 0.264
C 0.709 1.013 0.773
*
```

Results
Orbital gap (alpha / beta), eV: 8.050 / 8.451
LUMO level (alpha / beta), eV: 0.34 / 0.57

So, what does the natural (NBO) scheme give us? The charges, in e, come out as: number 1, H, carries 0.220; number 2, H, carries 0.208; number 3, H, carries -0.177; number 4, C, carries -0.046; number 5, H, carries 0.204; number 6, C, carries -0.491; number 7, C, carries -0.363; number 8, Si, carries 0.843; number 9, C, carries -0.676; number 10, H, carries 0.229; number 11, H, carries 0.206; number 12, H, carries 0.230; number 13, H, carries -0.182; number 14, H, carries 0.209; number 15, H, carries 0.222; number 16, H, carries 0.209; number 17, C, carries -0.474; number 18, H, carries -0.148; number 19, H, carries 0.184; number 20, H, carries 0.194; number 21, C, carries -0.599

#y
Entry from the OMol25 dataset: a cluster of 2 separate species, C6H14Si in total (wB97M-V/def2-TZVPD).

```
! wB97M-V def2-TZVPD RIJCOSX def2/J DEFGRID3
* xyz 0 1
C -2.923 -0.165 0.433
H 0.478 -1.567 -0.292
H 1.977 -2.382 -0.674
H -1.295 0.309 -1.660
H 1.732 0.221 -1.729
C -1.268 0.971 -0.763
Si 2.754 1.062 0.371
H -2.157 1.603 -1.113
H -1.058 -0.305 2.500
C -0.740 0.281 1.580
H 2.555 2.441 0.099
H -2.972 -0.721 -0.445
H -0.299 1.386 -0.697
C 2.222 -0.232 -0.861
C -1.480 0.251 0.508
H 2.742 0.755 1.706
H 3.137 -0.553 -1.335
H 1.812 -1.611 0.792
H -3.118 -0.841 1.227
C 1.574 -1.489 -0.282
H -3.672 0.588 0.634
*
```

Results
Orbital gap (alpha / beta), eV: 9.210 / 6.258
LUMO level (alpha / beta), eV: 0.02 / -0.51

So, what does the natural (NBO) scheme give us? The charges, in e, come out as: number 1, C, carries -0.630; number 2, H, carries 0.222; number 3, H, carries 0.206; number 4, H, carries 0.212; number 5, H, carries 0.244; number 6, C, carries -0.646; number 7, Si, carries 0.776; number 8, H, carries 0.228; number 9, H, carries 0.171; number 10, C, carries -0.078; number 11, H, carries -0.182; number 12, H, carries 0.212; number 13, H, carries 0.221; number 14, C, carries -0.889; number 15, C, carries -0.153; number 16, H, carries -0.189; number 17, H, carries 0.241; number 18, H, carries 0.206; number 19, H, carries 0.206; number 20, C, carries -0.609; number 21, H, carries 0.227

Verdict on stability: #y comes out at the bottom.

#w
Entry from the OMol25 dataset: the molecule C8H10O2 (wB97M-V/def2-TZVPD).

```
! wB97M-V def2-TZVPD RIJCOSX def2/J DEFGRID3
* xyz 0 1
H -1.294 2.184 -1.714
C -0.175 0.687 1.359
C -0.965 -2.206 -0.165
C -2.956 -0.821 -0.081
O -4.656 0.828 0.349
H 1.813 0.381 -0.380
H -0.929 0.022 1.671
H -0.692 -2.539 -1.216
C -0.138 0.955 -0.154
H 0.706 0.316 1.623
H -1.564 -2.992 0.186
H 1.126 1.380 -1.816
C 1.276 1.180 -0.693
H -0.371 1.542 1.985
C -1.308 1.534 -0.715
O -0.933 0.084 -0.989
H 1.797 1.989 -0.329
H -0.023 -2.139 0.391
C -3.740 0.164 0.083
C -1.706 -0.936 -0.468
*
```

Results
Orbital gap, eV: 7.293
LUMO level, eV: -0.20

So, what does the natural (NBO) scheme give us? The charges, in e, come out as: number 1, H, carries 0.168; number 2, C, carries -0.638; number 3, C, carries -0.674; number 4, C, carries -0.477; number 5, O, carries -0.438; number 6, H, carries 0.207; number 7, H, carries 0.230; number 8, H, carries 0.229; number 9, C, carries 0.201; number 10, H, carries 0.192; number 11, H, carries 0.247; number 12, H, carries 0.225; number 13, C, carries -0.631; number 14, H, carries 0.241; number 15, C, carries -0.329; number 16, O, carries -0.388; number 17, H, carries 0.229; number 18, H, carries 0.232; number 19, C, carries 0.744; number 20, C, carries 0.428

#x
Entry from the OMol25 dataset: a cluster of 2 separate species, C8H10O2 in total (wB97M-V/def2-TZVPD).

```
! wB97M-V def2-TZVPD RIJCOSX def2/J DEFGRID3
* xyz 0 1
H 3.228 -2.963 0.649
H -1.182 -1.649 1.449
H -3.502 1.226 1.726
C 1.974 -0.286 -1.511
C -1.662 0.407 1.117
C 2.033 -0.326 -2.837
H -1.526 3.529 0.383
O -1.955 2.726 0.718
O 0.006 1.827 0.175
C 2.463 -1.322 -0.687
C -2.882 0.351 1.643
C 2.867 -2.199 0.027
C -1.106 1.691 0.624
H -0.582 -0.985 -0.080
H 2.467 -1.162 -3.363
C -0.754 -0.771 0.974
H -3.291 -0.576 2.008
H 0.216 -0.554 1.416
H 1.651 0.480 -3.441
H 1.537 0.556 -0.989
*
```

Results
Orbital gap, eV: 9.717
SMILES: C=C(C)C(=O)O.C#CC=C
LUMO level, eV: 0.62

So, what does the natural (NBO) scheme give us? The charges, in e, come out as: number 1, H, carries 0.232; number 2, H, carries 0.216; number 3, H, carries 0.215; number 4, C, carries -0.300; number 5, C, carries -0.124; number 6, C, carries -0.329; number 7, H, carries 0.501; number 8, O, carries -0.684; number 9, O, carries -0.606; number 10, C, carries -0.018; number 11, C, carries -0.308; number 12, C, carries -0.239; number 13, C, carries 0.764; number 14, H, carries 0.231; number 15, H, carries 0.197; number 16, C, carries -0.635; number 17, H, carries 0.198; number 18, H, carries 0.236; number 19, H, carries 0.199; number 20, H, carries 0.257

Verdict on stability: #w comes out at the bottom.

#w
Entry from the OMol25 dataset: the molecule C4H10NO (wB97M-V/def2-TZVPD).

```
! wB97M-V def2-TZVPD RIJCOSX def2/J DEFGRID3
* xyz 0 2
H -0.163 1.301 -0.349
H -1.744 -0.058 1.120
C 2.137 0.868 0.548
C 1.053 -0.201 0.197
H 1.558 -1.072 -0.228
O 1.586 2.021 0.945
H 0.569 -0.470 1.152
N 0.082 0.390 -0.708
H -3.036 -0.160 -0.096
C -1.061 -0.485 -0.960
H 2.546 1.045 -0.458
H -0.612 -1.446 -1.152
H -2.278 -1.576 0.461
H -1.485 -0.051 -1.868
H 2.908 0.440 1.199
C -2.059 -0.545 0.195
*
```

Results
<S²>: 0.754
Orbital gap (alpha / beta), eV: 9.931 / 7.268
LUMO level (alpha / beta), eV: 1.15 / -1.51

So, what does the natural (NBO) scheme give us? The charges, in e, come out as: number 1, H, carries 0.370; number 2, H, carries 0.212; number 3, C, carries -0.137; number 4, C, carries -0.222; number 5, H, carries 0.194; number 6, O, carries -0.293; number 7, H, carries 0.164; number 8, N, carries -0.635; number 9, H, carries 0.213; number 10, C, carries -0.221; number 11, H, carries 0.243; number 12, H, carries 0.188; number 13, H, carries 0.209; number 14, H, carries 0.201; number 15, H, carries 0.162; number 16, C, carries -0.648

#x
Entry from the OMol25 dataset: the molecule C4H10NO (wB97M-V/def2-TZVPD).

```
! wB97M-V def2-TZVPD RIJCOSX def2/J DEFGRID3
* xyz 0 2
C 0.109 0.499 -2.452
H 1.610 0.855 1.155
H -0.327 -0.480 -2.667
H -1.030 -1.843 0.521
H 0.472 1.748 -0.746
C -0.224 0.954 -1.043
H -1.246 1.310 -0.947
H -0.300 1.226 -3.152
N -1.266 -0.879 0.299
H 0.134 1.101 1.872
C -0.020 -0.156 0.005
H -1.668 -0.508 1.166
H 1.173 0.371 -2.643
H 0.698 -0.878 -0.396
C 0.674 0.303 1.322
O 0.852 -0.757 2.162
*
```

Results
<S²>: 0.754
Orbital gap (alpha / beta), eV: 10.550 / 7.893
LUMO level (alpha / beta), eV: 1.06 / -1.54

So, what does the natural (NBO) scheme give us? The charges, in e, come out as: number 1, C, carries -0.605; number 2, H, carries 0.202; number 3, H, carries 0.210; number 4, H, carries 0.366; number 5, H, carries 0.189; number 6, C, carries -0.405; number 7, H, carries 0.215; number 8, H, carries 0.211; number 9, N, carries -0.828; number 10, H, carries 0.222; number 11, C, carries -0.071; number 12, H, carries 0.350; number 13, H, carries 0.203; number 14, H, carries 0.183; number 15, C, carries -0.164; number 16, O, carries -0.277

Verdict on stability: #w comes out at the bottom.

#w
Entry from the OMol25 dataset: a cluster of 2 separate species, CH7N2S in total (wB97M-V/def2-TZVPD).

```
! wB97M-V def2-TZVPD RIJCOSX def2/J DEFGRID3
* xyz -1 1
N -1.311 -1.024 0.699
H 2.060 -1.020 0.903
S 2.001 0.087 0.109
H -1.034 -1.553 -0.135
H -0.246 0.937 -1.204
H -2.440 0.756 0.478
N -1.218 0.678 -1.163
C -1.445 0.372 0.265
H -0.384 -1.068 1.114
H -1.301 -0.175 -1.702
H -0.729 0.962 0.841
*
```

Results
Orbital gap, eV: 7.601
LUMO level, eV: 4.65

So, what does the natural (NBO) scheme give us? The charges, in e, come out as: number 1, N, carries -0.867; number 2, H, carries 0.086; number 3, S, carries -1.062; number 4, H, carries 0.341; number 5, H, carries 0.386; number 6, H, carries 0.134; number 7, N, carries -0.864; number 8, C, carries -0.062; number 9, H, carries 0.377; number 10, H, carries 0.333; number 11, H, carries 0.198

#x
Entry from the OMol25 dataset: a cluster of 2 separate species, CH7N2S in total (wB97M-V/def2-TZVPD).

```
! wB97M-V def2-TZVPD RIJCOSX def2/J DEFGRID3
* xyz -1 1
N -0.583 1.350 0.672
H 0.808 0.610 2.111
H -0.155 1.717 -0.219
H -1.505 -1.089 -3.035
H 1.837 -0.931 0.398
N 0.987 -0.443 0.122
H -1.443 0.922 0.278
H -0.445 -0.729 1.696
S -0.249 -0.731 -2.501
H 0.506 -0.844 -0.761
C 0.242 0.169 1.240
*
```

Results
Orbital gap, eV: 7.384
LUMO level, eV: 4.37

So, what does the natural (NBO) scheme give us? The charges, in e, come out as: number 1, N, carries -0.887; number 2, H, carries 0.163; number 3, H, carries 0.375; number 4, H, carries 0.099; number 5, H, carries 0.339; number 6, N, carries -0.956; number 7, H, carries 0.356; number 8, H, carries 0.126; number 9, S, carries -0.988; number 10, H, carries 0.410; number 11, C, carries -0.037

Verdict on stability: #x comes out at the bottom.

#w
Entry from the OMol25 dataset: a cluster of 2 separate species, H2N2O2S in total (wB97M-V/def2-TZVPD).

```
! wB97M-V def2-TZVPD RIJCOSX def2/J DEFGRID3
* xyz 0 1
O 0.459 -0.942 0.020
N 1.648 -0.322 0.009
N -1.598 0.245 -0.029
H 1.980 -0.060 0.902
H 1.563 0.084 -0.950
S -2.989 -0.358 0.012
O -1.063 1.353 0.036
*
```

Results
Orbital gap (alpha / beta), eV: 8.364 / 8.083
LUMO level (alpha / beta), eV: -0.99 / -0.71

So, what does the natural (NBO) scheme give us? The charges, in e, come out as: number 1, O, carries -0.361; number 2, N, carries -0.408; number 3, N, carries -0.021; number 4, H, carries 0.378; number 5, H, carries 0.402; number 6, S, carries 0.310; number 7, O, carries -0.300

#x
Entry from the OMol25 dataset: a cluster of 2 separate species, H2N2O2S in total (wB97M-V/def2-TZVPD).

```
! wB97M-V def2-TZVPD RIJCOSX def2/J DEFGRID3
* xyz 0 1
O -2.249 0.683 0.614
N 1.473 0.195 -0.210
H 1.459 1.185 -0.736
H -0.220 -0.284 -0.056
N -2.245 -0.438 0.285
O -1.082 -0.955 -0.133
S 2.864 -0.387 0.236
*
```

Results
Orbital gap (alpha / beta), eV: 7.179 / 7.180
SMILES: O=NO.N=S
LUMO level (alpha / beta), eV: -2.31 / -2.31

So, what does the natural (NBO) scheme give us? The charges, in e, come out as: number 1, O, carries -0.341; number 2, N, carries -0.797; number 3, H, carries 0.374; number 4, H, carries 0.468; number 5, N, carries 0.370; number 6, O, carries -0.556; number 7, S, carries 0.482

Verdict on stability: #w comes out at the bottom.